# 1
15 unconnected molecules or ions with the total composition H30O15 at a distorted geometry. Source: the Open Molecules 2025 dataset; level of theory: ωB97M-V/def2-TZVPD.

Geometry (Å):
O  1.2993  -1.6771  2.1937
H  1.5203  -1.9181  1.2597
H  1.3533  -2.4571  2.7297
O  -1.8297  -0.6051  -2.3023
H  -1.8487  0.0319  -1.5903
H  -2.3397  -1.3211  -2.0443
O  -0.7497  3.2959  -2.3193
H  -0.6867  3.8429  -1.5023
H  0.1193  2.8459  -2.1883
O  -1.8087  1.3539  -0.5523
H  -1.4197  1.9149  -1.1623
H  -2.7557  1.5839  -0.6153
O  0.6673  0.9429  -2.9693
H  0.3143  1.3809  -3.7233
H  1.4753  1.4569  -2.8163
O  0.1913  1.0779  2.5527
H  0.5813  0.5349  3.1997
H  -0.6807  0.8249  2.4287
O  2.0533  -1.4551  -3.6813
H  1.5463  -0.6651  -3.5783
H  2.5783  -1.4431  -2.8743
O  0.7943  2.7989  -0.1403
H  1.0623  1.8989  -0.1463
H  0.1373  2.9379  0.5387
O  2.9073  0.6809  1.6007
H  3.1503  -0.1161  2.0767
H  1.9353  0.7329  1.7667
O  2.9703  -1.5031  -0.9893
H  2.8023  -2.2631  -0.4033
H  2.5883  -0.6801  -0.5683
O  -2.4337  -1.3151  0.8297
H  -2.8787  -1.1901  -0.0323
H  -1.7367  -1.9321  0.5567
O  -1.0547  -1.2921  3.5307
H  -1.7887  -1.8641  3.3037
H  -0.3457  -1.4421  2.8737
O  -0.4247  -2.6481  0.1317
H  -1.0587  -3.1281  -0.4103
H  -0.3817  -3.2171  0.8927
O  -2.5337  1.1289  1.9987
H  -2.2157  1.9949  1.7327
H  -2.4027  0.5139  1.2987
O  0.7823  0.1059  -0.2383
H  0.3933  0.2809  -1.0933
H  0.1503  -0.0291  0.4457

Summary:
Largest force on an atom in eV Å⁻¹: 3.7
E in Eh: -1146.55113
Net charge: 0



# 2
A single C3H7NO molecule at a distorted geometry. Source: the Open Molecules 2025 dataset; level of theory: ωB97M-V/def2-TZVPD.

Geometry (Å):
H  1.2926  0.3663  -1.7948
N  0.4901  -0.4098  -1.4777
C  0.3666  0.3310  -0.4863
C  0.5506  1.7005  0.0454
O  -0.8992  -0.3094  0.2643
C  -0.8799  -1.6676  0.6390
H  1.5874  2.0223  -0.0748
H  -0.1277  2.3691  -0.4881
H  0.3022  1.7217  1.1086
H  0.1328  -2.0831  0.7580
H  -1.4243  -2.2690  -0.1008
H  -1.3913  -1.7719  1.6071

Summary:
SMILES: [H]/N=C(\C)OC
Largest force on an atom in eV Å⁻¹: 8.1
E in Eh: -248.40630
Net charge: 0



# 3
A gas-phase ion, C5H13N2 (charge +1) at a distorted geometry. Source: the Open Molecules 2025 dataset; level of theory: ωB97M-V/def2-TZVPD.

Geometry (Å):
C  2.2240  0.9769  0.2356
C  1.5354  0.2684  -0.6053
N  0.1883  -0.2213  -0.1808
C  0.1749  -0.8991  1.0681
C  -0.2021  -1.2524  -1.2439
N  -0.6827  0.9407  -0.0874
C  -2.0648  0.8434  0.2427
H  3.1150  1.4555  -0.1165
H  1.8996  1.1652  1.1983
H  1.5343  0.3192  -1.7397
H  -0.6046  -1.6920  1.1054
H  1.1583  -1.3485  1.1537
H  0.0575  -0.1802  1.8223
H  -0.9362  -1.8790  -0.8388
H  -0.4842  -0.6980  -2.1438
H  0.6375  -2.0299  -1.5965
H  -0.1930  1.6528  0.4399
H  -2.7583  0.9234  -0.5917
H  -2.2884  0.0445  0.9305
H  -2.3106  1.6105  0.9480

Summary:
SMILES: C=C[N+](C)(C)NC
Largest force on an atom in eV Å⁻¹: 3.0
E in Eh: -307.44851
Net charge: +1



# 4
11 unconnected molecules or ions with the total composition C22H66O11S11 at a distorted geometry. Source: the Open Molecules 2025 dataset; level of theory: ωB97M-V/def2-TZVPD.

Geometry (Å):
C  -6.5976  0.7473  2.4694
S  -5.0926  0.6745  1.4515
O  -4.6653  2.1493  1.2335
C  -5.6686  0.0027  -0.1195
H  -7.4327  0.6112  1.7822
H  -6.5498  1.6497  3.0790
H  -6.6834  -0.2235  2.9575
H  -4.7687  -0.3757  -0.6042
H  -6.1164  0.8118  -0.6966
H  -6.3187  -0.8706  -0.0665
C  1.2675  -5.2555  -5.6773
S  2.1753  -4.1510  -4.5927
O  2.6379  -2.7935  -5.0693
C  1.0428  -4.1381  -3.1421
H  1.7018  -5.2909  -6.6764
H  0.2974  -4.8067  -5.8908
H  0.9984  -6.2320  -5.2746
H  1.2151  -4.9993  -2.4965
H  0.0020  -4.0191  -3.4432
H  1.1099  -3.1583  -2.6692
C  -0.6429  0.8408  -2.9121
S  -0.1507  1.3580  -4.5852
O  0.9334  2.4511  -4.4515
C  0.6530  -0.2068  -5.3308
H  -0.9741  1.7042  -2.3351
H  0.2045  0.3967  -2.3898
H  -1.4058  0.0711  -3.0290
H  1.7066  -0.1560  -5.0560
H  0.4985  -0.1508  -6.4084
H  0.0575  -0.9903  -4.8622
C  -3.8784  3.6948  -1.7292
S  -5.5980  3.7239  -2.3123
O  -5.9744  5.2412  -2.2968
C  -5.4621  3.1906  -3.9909
H  -3.3275  2.7633  -1.5995
H  -3.9420  4.1860  -0.7582
H  -3.2648  4.2815  -2.4129
H  -4.5183  2.6561  -4.0984
H  -5.4968  3.8892  -4.8268
H  -6.2405  2.4490  -4.1707
C  0.9845  4.9179  -2.0988
S  0.3658  5.0757  -0.3846
O  -0.8397  4.1883  -0.1761
C  -0.3763  6.7763  -0.7366
H  0.2322  5.1133  -2.8629
H  1.3694  3.9014  -2.1797
H  1.8631  5.5099  -2.3552
H  -1.0549  6.8033  -1.5892
H  0.3911  7.4592  -1.1010
H  -0.6658  7.1769  0.2348
C  5.4266  2.3133  -0.0669
S  4.2892  0.9725  -0.6032
O  4.7320  -0.2531  0.2082
C  2.7275  1.5040  0.1928
H  5.5515  2.3603  1.0149
H  5.1397  3.3023  -0.4241
H  6.3674  1.8394  -0.3469
H  2.7191  1.0679  1.1917
H  1.8693  1.0491  -0.3019
H  2.4047  2.5440  0.1445
C  -1.5032  -4.5759  3.4554
S  -2.6010  -3.6427  4.6054
O  -1.8715  -2.4636  5.1120
C  -3.7308  -3.0627  3.2738
H  -1.3611  -4.0695  2.5007
H  -1.7809  -5.5851  3.1513
H  -0.5512  -4.7522  3.9560
H  -4.2559  -3.8902  2.7967
H  -3.1964  -2.6057  2.4410
H  -4.2969  -2.2519  3.7323
C  6.3311  -3.4198  -0.5761
S  5.6521  -2.5063  -2.0507
O  5.9330  -3.3888  -3.3139
C  3.8100  -2.7149  -1.6816
H  5.7542  -4.2890  -0.2604
H  6.0383  -2.6819  0.1708
H  7.4186  -3.4769  -0.6224
H  3.6028  -3.7535  -1.4242
H  3.1934  -2.3169  -2.4876
H  3.4846  -2.1281  -0.8226
C  0.2868  -1.5295  0.2434
S  -1.3722  -1.0598  -0.4240
O  -2.4057  -1.9797  0.1995
C  -1.4900  0.5152  0.4117
H  0.6660  -1.7921  -0.7442
H  0.1368  -2.3618  0.9311
H  0.8719  -0.6868  0.6115
H  -0.8197  1.2863  0.0319
H  -1.1442  0.3180  1.4264
H  -2.4217  1.0762  0.3384
C  -0.8185  2.3426  4.1363
S  0.4938  1.0389  4.0739
O  1.5787  1.5639  3.1968
C  1.0177  1.1647  5.8473
H  -1.7172  2.1208  4.7117
H  -1.1604  2.5947  3.1325
H  -0.3625  3.2655  4.4948
H  2.1075  1.1490  5.8403
H  0.5313  0.4441  6.5049
H  0.7403  2.1052  6.3232
C  2.0493  -2.3744  5.2211
S  3.8103  -1.9366  4.8896
O  4.5580  -3.2675  4.6549
C  3.5799  -1.1380  3.1361
H  1.6196  -2.9744  4.4190
H  1.6087  -1.3864  5.3546
H  2.0074  -3.0635  6.0646
H  3.4736  -1.9694  2.4393
H  4.5632  -0.7041  2.9543
H  2.7148  -0.5328  2.8651

Summary:
Largest force on an atom in eV Å⁻¹: 4.0
E in Eh: -6084.98254
Net charge: 0



# 5
A molecular structure, C61H42IrN9O2 at a distorted geometry. Source: the Open Molecules 2025 dataset; level of theory: ωB97M-V/def2-TZVPD.

Geometry (Å):
Ir  -0.5306  -0.1924  0.4079
C  0.2981  0.0240  -7.0906
C  -0.5451  0.8216  -6.3329
C  -0.6789  0.6001  -4.9705
C  0.0476  -0.4174  -4.3579
C  0.9052  -1.2098  -5.1202
C  1.0215  -0.9942  -6.4830
C  -0.0961  -0.6362  -2.9004
C  -1.3332  -0.9322  -2.3963
C  -2.6384  -1.0786  -3.0013
C  -3.5610  -1.1625  -1.9922
C  -2.8214  -1.0818  -0.7624
N  -1.5527  -1.0596  -1.0344
C  -3.1252  -0.8936  0.6910
C  -3.3926  0.4276  1.1556
C  -3.9418  0.7353  2.4945
C  -3.2483  1.6737  3.2646
C  -2.0872  2.1952  2.8250
C  -0.9017  2.5455  2.4060
C  -0.6122  3.6382  1.4402
C  -2.4071  3.8955  -0.4551
C  -2.3414  4.9752  -1.5053
C  -1.4663  5.9187  -1.1977
C  0.6287  4.9601  -0.0792
C  0.6063  3.8646  0.9434
C  0.3120  1.7300  2.6697
N  0.6787  0.8830  1.7219
C  1.9543  0.4099  2.0375
C  2.6883  -0.3857  1.1800
C  3.7139  -1.3004  1.7200
C  3.6650  -1.6571  3.0781
C  4.5143  -2.6154  3.6003
C  5.4319  -3.2536  2.7801
C  5.4785  -2.9381  1.4299
C  4.6260  -1.9845  0.9039
C  2.3659  -0.3982  -0.2542
C  3.2197  -0.3528  -1.3677
C  2.4163  -0.3680  -2.5004
C  1.0849  -0.4675  -2.0774
N  1.0836  -0.4194  -0.7023
C  2.3363  1.0161  3.2874
C  1.3238  1.8512  3.6651
N  -3.1507  1.5916  0.5793
C  -3.2271  -2.1491  1.4713
C  -2.9364  -3.3646  0.8278
C  -2.9649  -4.5779  1.4942
C  -3.3047  -4.6406  2.8383
C  -3.6104  -3.4580  3.4929
C  -3.5628  -2.2401  2.8321
H  0.3943  0.1939  -8.1548
H  -1.0966  1.6279  -6.7975
H  -1.2957  1.2540  -4.3689
H  1.4515  -2.0191  -4.6518
H  1.6757  -1.6231  -7.0722
H  -2.8290  -1.0863  -4.0625
H  -4.6317  -1.2442  -2.0824
H  -4.8626  0.3025  2.8533
H  -3.6345  1.9800  4.2308
H  -3.4205  3.6187  -0.1930
H  -2.9228  4.9231  -2.4158
H  -1.2309  6.7742  -1.8167
H  1.4175  5.6751  0.1558
H  1.5061  3.3132  1.1799
H  2.9127  -1.2290  3.7233
H  4.4414  -2.8810  4.6464
H  6.0904  -4.0101  3.1856
H  6.1732  -3.4486  0.7767
H  4.6662  -1.7886  -0.1522
H  4.2894  -0.2398  -1.3506
H  2.7503  -0.3176  -3.5223
H  3.3033  0.9246  3.7545
H  1.2953  2.5132  4.5147
H  -2.6854  -3.3682  -0.2255
H  -2.7248  -5.4840  0.9523
H  -3.3426  -5.5896  3.3569
H  -3.8939  -3.4769  4.5387
H  -3.7808  -1.3542  3.4026
C  1.8158  5.3560  -2.2022
N  0.9279  4.4924  -1.4331
C  -0.7745  5.6259  0.0991
C  -1.6344  4.5315  0.7692
C  -1.6342  2.6692  -0.8638
O  -2.1067  1.4565  -0.4252
N  -0.5052  2.5828  -1.4084
C  0.1775  3.5825  -2.1361
O  0.1954  3.5047  -3.3481
H  1.4880  6.3975  -2.1488
H  1.8071  5.0431  -3.2401
H  2.8317  5.2889  -1.8091
H  -0.6795  6.5117  0.7282
H  -2.3601  4.9330  1.4760
N  0.3318  -5.4502  5.0630
C  0.9071  -6.6300  5.4890
C  0.7063  -7.4204  6.6181
C  1.4995  -8.5421  6.7285
C  2.4553  -8.8747  5.7499
C  2.6402  -8.0934  4.6317
C  1.8488  -6.9495  4.5026
N  1.8363  -5.9942  3.5028
C  0.9305  -5.1317  3.8731
C  0.5998  -3.9391  3.0928
C  -0.1109  -2.8632  3.6110
C  -0.4346  -1.8004  2.7965
N  -0.0709  -1.7719  1.5093
C  0.6541  -2.7900  1.0008
C  1.0078  -3.8763  1.7617
H  -0.4219  -4.9598  5.5105
H  -0.0293  -7.1716  7.3712
H  1.3898  -9.1837  7.5925
H  3.0541  -9.7650  5.8859
H  3.3685  -8.3460  3.8732
H  -0.4222  -2.8251  4.6456
H  -1.0008  -0.9510  3.1616
H  0.9309  -2.7028  -0.0386
H  1.5894  -4.6813  1.3361

Summary:
2S+1: 2
Expectation value of S²: 0.785
Largest force on an atom in eV Å⁻¹: 1.1
E in Eh: -3097.00751
Net charge: +1



# 6
A molecular structure, C8H7MoO6 at a distorted geometry. Source: the Open Molecules 2025 dataset; level of theory: ωB97M-V/def2-TZVPD.

Geometry (Å):
O  -0.0077  2.5068  -4.0625
C  0.0037  1.4233  -3.5637
Mo  0.0005  -0.0935  -2.0737
O  0.0173  2.4356  -0.1687
C  0.0090  1.5100  -0.8644
C  0.0216  -2.1703  -1.9518
O  -0.0733  -3.3175  -2.0633
C  1.9843  -0.2146  -1.5557
O  3.0995  -0.2877  -1.2263
C  -1.9951  -0.2142  -1.5834
O  -3.1064  -0.2833  -1.2429
H  -0.0089  0.3179  -4.0207
C  -1.2196  0.1472  2.5772
C  -0.0362  -0.4294  1.8529
C  1.2479  -0.3547  2.6233
O  -0.1138  -0.9342  0.7316
H  -1.0884  0.0581  3.6611
H  -2.1315  -0.3550  2.2424
H  -1.3082  1.2088  2.3046
H  1.9018  -1.1676  2.3152
H  1.7540  0.5906  2.3629
H  1.0497  -0.3765  3.7060

Summary:
2S+1: 3
Expectation value of S²: 2.029
Largest force on an atom in eV Å⁻¹: 7.9
E in Eh: -827.28174
Net charge: +3